C7H16BrNO5P2S2 | ωB97M-V/def2-TZVPD

The frontier orbital gap is 8.62 eV. As for the spin multiplicity: 1. For the LUMO energy, the calculation gives -0.00683 Ha. The SMILES is O=[PH2][C@H]1[C@H](Br)C[C@H]([PH2]=S)OS1(=O)=O.CN(C)C=O. Its HOMO energy is -8.807 eV.

Geometry as XYZ:
```
34
C7H16BrNO5P2S2 | the OMol25 dataset | ωB97M-V/def2-TZVPD
O 1.89689 -0.32064 0.18143
P 1.00064 -1.46106 0.41410
C -0.55377 -1.50582 -0.59284
C -1.09337 -2.94758 -0.59658
Br -0.35946 -3.86159 -2.16277
C -2.60143 -3.09698 -0.63812
C -3.31234 -2.35813 0.50772
P -4.97838 -1.72223 -0.00512
S -6.08677 -1.01800 1.41228
O -2.50118 -1.33748 1.11992
S -1.71148 -0.35900 0.15373
O -0.99675 0.53161 1.00355
O -2.59067 0.13918 -0.84962
H 1.54185 -2.71494 0.07930
H 0.50860 -1.61894 1.71821
H -0.30134 -1.15610 -1.58964
H -0.67111 -3.50190 0.24072
H -2.98261 -2.77926 -1.60944
H -2.82856 -4.15619 -0.54120
H -3.54036 -3.05267 1.31195
H -5.47960 -2.89037 -0.60497
H -4.73688 -0.85979 -1.07656
C 2.82352 2.56275 -0.56859
N 3.67720 3.51524 0.12294
C 3.13360 4.27257 1.23552
C 4.95746 3.72347 -0.22578
O 5.70785 4.50669 0.32704
H 1.96706 3.08292 -1.00611
H 2.46262 1.80066 0.11876
H 3.38576 2.07931 -1.36460
H 3.18898 5.34273 1.03291
H 3.70108 4.07508 2.14543
H 2.09624 3.98463 1.38682
H 5.27673 3.10180 -1.08037
```



C7H16F3N2O | ωB97M-V/def2-TZVPD

The frontier orbital gap is 4.41 eV. As for the spin multiplicity: 1. The net charge is -1. For the LUMO energy, the calculation gives 0.09988 Ha. Its HOMO energy is -1.692 eV.

Geometry as XYZ:
```
29
C7H16F3N2O | the OMol25 dataset | ωB97M-V/def2-TZVPD
N 5.37983 2.15371 0.56909
N 4.43858 2.93058 1.33749
C 3.32577 3.21863 0.52038
C 2.47225 1.97345 0.05146
C 1.05547 2.02372 0.49643
F 0.37783 0.85875 0.23431
F 0.34223 2.98978 -0.13644
F 0.89354 2.24084 1.81386
H 5.49532 2.54710 -0.37647
H 5.03690 1.19848 0.41881
H 3.57349 3.77372 -0.42778
H 2.66504 3.88181 1.08907
H 2.90841 1.05987 0.45524
H 2.42914 1.89526 -1.03707
C -2.98626 -2.90851 -2.02369
C -3.57909 -3.08880 -0.63547
O -2.61744 -3.21374 0.39269
C -1.74503 -2.09945 0.55520
C -2.44950 -0.79880 0.88923
H -2.28622 -3.71496 -2.24720
H -3.78312 -2.92202 -2.76938
H -2.45660 -1.96069 -2.12235
H -4.15139 -4.01719 -0.59634
H -4.27720 -2.27167 -0.41728
H -1.11705 -1.97097 -0.33244
H -1.08279 -2.38451 1.37203
H -3.07716 -0.44823 0.06811
H -1.70642 -0.02738 1.08516
H -3.07854 -0.91879 1.77334
```



C7H16N | ωB97M-V/def2-TZVPD

The frontier orbital gap is 7.93 eV. As for the spin multiplicity: 1. The relative energy (zero: lowest compared OMol25 entry of this formula, charge and spin) comes out at 2.138 eV. The net charge is +1. For the LUMO energy, the calculation gives -0.17992 Ha. Its HOMO energy is -12.822 eV.

Geometry as XYZ:
```
24
C7H16N | the OMol25 dataset | ωB97M-V/def2-TZVPD
C -0.83098 1.33581 -1.95678
C -1.52238 0.39743 -0.97023
C -1.01574 -0.74102 -0.51889
C -2.93833 0.85830 -0.68081
H -1.52522 1.65960 -2.76710
H -0.00274 0.90490 -2.42827
H -0.50879 2.27802 -1.40171
H -1.48794 -1.25828 0.31100
H -0.16001 -1.16096 -1.01796
H -3.43490 0.33257 0.23149
H -3.60882 0.53670 -1.51924
H -3.08782 1.93708 -0.42551
C 2.05821 -1.75934 -0.11100
C 1.97095 -0.31347 0.32612
C 0.61170 0.48532 2.26410
N 1.56852 -0.20587 1.76187
H 2.77187 -2.22560 0.55090
H 1.09188 -2.27410 -0.05655
H 2.31149 -1.80103 -1.17518
H 2.90920 0.25419 0.26726
H 1.22730 0.18055 -0.27747
H 0.39201 0.41303 3.34263
H 0.10563 1.06330 1.54809
H 2.02668 -0.97705 2.36946
```



C7H16N | ωB97M-V/def2-TZVPD

The frontier orbital gap (spin up / spin down) is 11.12 / 7.50 eV. As for the spin multiplicity: 2. The relative energy (zero: lowest compared OMol25 entry of this formula, charge and spin) comes out at 3.078 eV. The net charge is +2. For the LUMO energy (spin up / spin down), the calculation gives -0.27865 / -0.41111 Ha. Its HOMO energy (spin up / spin down) is -18.698 / -18.683 eV.

Geometry as XYZ:
```
24
C7H16N | the OMol25 dataset | ωB97M-V/def2-TZVPD
C 1.31742 -1.63127 -0.44640
C 0.24641 -0.87980 -1.08366
C -1.01267 -0.67916 -0.34738
C -1.04821 -0.15568 1.11705
C -1.30277 1.35991 1.04364
C -0.42594 2.23783 1.48964
C -0.30356 3.49231 0.76317
N 1.43147 -2.93626 -1.27086
H 2.27029 -0.99387 -0.59971
H 1.24534 -1.77967 0.67630
H 0.51495 0.18755 -1.34512
H -0.11245 -1.02569 -2.15703
H -1.56118 -1.68781 -0.42502
H -1.61891 0.08572 -0.88881
H -0.10911 -0.38626 1.64730
H -1.65448 -0.60463 1.77223
H -2.22602 1.59186 0.57253
H 0.28666 1.96642 2.26558
H -0.18438 3.35056 -0.24707
H -1.08190 4.24991 0.96314
H 0.64896 3.92794 0.97221
H 0.53213 -3.32349 -1.55418
H 2.20991 -2.75994 -2.21243
H 1.93806 -3.60647 -0.70513
```



C7H16N2O | ωB97M-V/def2-TZVPD

The frontier orbital gap is 8.72 eV. As for the spin multiplicity: 1. The relative energy (zero: lowest compared OMol25 entry of this formula, charge and spin) comes out at 2.959 eV. For the LUMO energy, the calculation gives 0.03117 Ha. The SMILES is CC(C)NNC(=O)C(C)C. Its HOMO energy is -7.874 eV.

Geometry as XYZ:
```
26
C7H16N2O | the OMol25 dataset | ωB97M-V/def2-TZVPD
C -1.15944 2.50177 -2.51219
C -0.51086 1.19342 -1.93103
C -0.89476 -0.08703 -2.74991
N -0.85499 1.17463 -0.45135
N -0.47412 0.08679 0.41190
C 0.26726 0.32784 1.59780
O 0.54589 1.43818 1.80458
C 0.99297 -0.78403 2.35780
C 1.98579 -1.48253 1.48025
C 0.06063 -1.96941 2.90200
H -1.17418 2.44838 -3.58705
H -0.53187 3.38780 -2.18556
H -2.21207 2.60487 -2.17235
H 0.58210 1.33168 -1.98118
H -0.28299 -0.04186 -3.67159
H -1.99401 -0.11796 -3.01018
H -0.64667 -0.99875 -2.24365
H -0.62860 2.05807 0.01494
H -0.43140 -0.83007 0.07232
H 1.48972 -0.29433 3.20780
H 2.59616 -2.24763 1.91781
H 1.35402 -1.85582 0.69940
H 2.57851 -0.93379 0.79769
H -0.72084 -1.62645 3.61542
H 0.49948 -2.71739 3.53489
H -0.43571 -2.56636 2.08146
```



C7H16N2O | ωB97M-V/def2-TZVPD

The frontier orbital gap is 9.86 eV. As for the spin multiplicity: 1. The relative energy (zero: lowest compared OMol25 entry of this formula, charge and spin) comes out at 2.113 eV. For the LUMO energy, the calculation gives 0.02996 Ha. The SMILES is C=C(C)CC.CC(=O)NN. Its HOMO energy is -9.046 eV.

Geometry as XYZ:
```
26
C7H16N2O | the OMol25 dataset | ωB97M-V/def2-TZVPD
C 0.41688 -2.00342 0.52301
C -0.00281 -1.25728 -0.51954
C 0.75919 -1.28299 -1.82099
C -1.47364 -0.75577 -0.69091
C -2.44523 -0.96928 0.46303
H 1.34624 -2.56290 0.47243
H -0.10058 -2.01501 1.47626
H 1.80581 -1.57225 -1.67810
H 0.73820 -0.29376 -2.28926
H 0.30939 -1.99608 -2.51814
H -1.47161 0.30678 -0.96110
H -1.87696 -1.28054 -1.56514
H -3.47222 -1.00546 0.08262
H -2.39567 -0.14208 1.17837
H -2.27332 -1.90961 0.99400
C 0.00285 2.74094 -0.28176
C 0.43271 1.83580 0.83714
O -0.18598 1.70772 1.88730
N 1.64031 1.16626 0.57804
N 2.34381 0.59658 1.66450
H 0.06090 2.21867 -1.24004
H 0.64781 3.62359 -0.30482
H -1.03369 3.04850 -0.12180
H 2.17782 1.40667 -0.25197
H 2.24317 -0.41788 1.57142
H 1.80664 0.81281 2.51544
```